1.
The following is a DFT calculation (the ωB97M-V functional and the def2-TZVPD basis) of C36H44BiBrN12OS as an isolated structure.

Element x y z (Å)
Bi: 0.05599 0.06957 0.15693
C: 3.34078 2.56655 -2.73526
C: 2.19411 2.29152 -1.81157
N: 1.38016 1.31684 -1.95221
N: 1.55856 0.47292 -3.00559
C: 0.58183 -0.53321 -3.21614
N: 0.84209 -1.04890 -4.52093
S: -1.22966 -0.16712 -2.98332
C: 1.94973 3.18739 -0.64740
C: 2.45908 4.47915 -0.62172
C: 2.19010 5.29071 0.47082
C: 1.42979 4.78433 1.51012
C: 0.96841 3.48177 1.40518
N: 1.21319 2.69703 0.36037
H: 3.73015 1.63643 -3.14892
H: 3.04268 3.21267 -3.56568
H: 4.15013 3.06415 -2.20540
H: 1.86023 0.88089 -3.88214
H: 1.62039 -1.69811 -4.54293
H: 0.03500 -1.42612 -4.99312
H: 3.04652 4.85509 -1.44701
H: 2.56901 6.30327 0.50408
H: 1.19564 5.38016 2.38100
H: 0.36405 3.03809 2.18797
Br: -5.25739 -4.86434 -1.90877
C: -3.77511 -3.97286 -1.15595
C: -3.55589 -4.01683 0.21673
C: -2.48648 -3.32997 0.75504
C: -1.61590 -2.57910 -0.04721
O: -0.61625 -1.92486 0.55174
C: -1.81619 -2.58139 -1.43400
C: -0.92611 -1.91029 -2.42742
N: 0.45522 -1.52379 -2.09017
C: 1.46085 -2.52879 -1.95390
C: 1.35284 -3.77021 -2.51703
C: 2.39808 -4.71420 -2.39809
C: 3.54893 -4.38783 -1.74697
C: 3.68737 -3.11544 -1.13946
C: 4.86084 -2.72109 -0.45615
C: 4.92031 -1.48802 0.12524
C: 3.78011 -0.66467 0.06418
N: 2.67219 -0.99157 -0.55683
C: 2.62373 -2.19095 -1.20144
C: -2.90012 -3.28433 -1.96853
H: -4.21922 -4.58512 0.85458
H: -2.29518 -3.35793 1.82053
H: -0.95093 -2.50413 -3.34497
H: 0.46078 -4.04817 -3.06314
H: 2.28204 -5.68977 -2.84940
H: 4.36654 -5.09399 -1.67942
H: 5.70098 -3.40274 -0.40773
H: 5.80542 -1.14753 0.64353
H: 3.78397 0.29756 0.57088
H: -3.05286 -3.29184 -3.04196
C: 1.55358 -1.62764 2.73379
N: 1.48290 -0.43082 3.56402
C: 2.01711 -0.52061 4.92638
C: 1.43112 0.71509 5.58012
N: 0.23027 0.96372 4.77346
C: -0.41275 2.25520 4.99678
C: 0.37378 0.35444 3.55903
N: -0.42004 0.44227 2.51453
C: -1.79230 0.92399 2.71412
C: -2.67283 0.38035 1.60719
N: -2.10212 0.82622 0.32501
C: -2.95330 1.20746 -0.63557
N: -4.13863 0.65433 -0.92983
C: -4.71139 -0.56591 -0.39257
C: -4.85651 1.46063 -1.91848
C: -3.74733 2.35205 -2.48101
N: -2.73436 2.26353 -1.43507
C: -1.59052 3.13817 -1.38943
H: 2.17385 -2.36241 3.24393
H: 2.02150 -1.42764 1.77084
H: 0.56355 -2.04784 2.56335
H: 3.10477 -0.53030 4.92807
H: 1.65462 -1.43700 5.40161
H: 2.10864 1.57142 5.50187
H: 1.17379 0.56567 6.62631
H: -0.15926 2.57398 6.00487
H: -1.49430 2.19606 4.93845
H: -0.04870 3.01711 4.30421
H: -1.85339 2.01675 2.69427
H: -2.17883 0.57261 3.67367
H: -3.68039 0.78616 1.72808
H: -2.72569 -0.70781 1.68266
H: -5.37142 -0.36954 0.45508
H: -3.92169 -1.24668 -0.09105
H: -5.29174 -1.04622 -1.17893
H: -5.65063 2.03865 -1.44057
H: -5.30147 0.81476 -2.67297
H: -4.06593 3.38455 -2.61122
H: -3.35565 1.98337 -3.43314
H: -1.90490 4.14838 -1.64939
H: -0.80640 2.82030 -2.08312
H: -1.18752 3.14231 -0.38041

The spin multiplicity is 1. The value obtained for the relative energy (zero: lowest compared OMol25 entry of this formula, charge and spin) is 81.7 kJ/mol. As for the charge: +2. The HOMO-LUMO gap is 7.57 eV.

---

2.
The following is a DFT calculation (the ωB97M-V functional and the def2-TZVPD basis) of C36H44N2SiYb as an isolated structure.

Element x y z (Å)
C: 1.35124 -1.41510 1.12589
C: 0.70859 -2.50392 0.48027
C: 1.04647 -2.44857 -0.90358
H: 0.11616 -3.28113 0.95910
C: 1.88228 -1.31150 -1.11056
C: 2.07385 -0.68122 0.14630
H: 2.71681 0.17715 0.33999
H: 1.34621 -1.21665 2.19533
H: 0.79842 -3.20257 -1.65253
H: 2.34960 -1.02909 -2.05448
Yb: -0.36716 -0.40271 -0.43351
C: -3.53909 0.49062 -4.19427
H: -2.59306 0.22135 -4.67144
H: -4.06483 1.11283 -4.93109
H: -3.42815 1.11134 -3.30656
Si: -1.73585 -1.94477 -2.40813
C: -3.14196 -3.12758 -2.12648
C: -2.87813 -4.32059 -1.41248
H: -1.98597 -4.40116 -0.78507
C: -3.74947 -5.40923 -1.52866
H: -3.51328 -6.35687 -1.04386
C: -4.93055 -5.29151 -2.27135
H: -5.57910 -6.15444 -2.42085
C: -5.28095 -4.05243 -2.81807
H: -6.23437 -3.92976 -3.32985
C: -4.41694 -2.95234 -2.70709
H: -4.71429 -1.96731 -3.06998
C: -0.91798 -2.58076 -3.95808
C: -1.36903 -3.75018 -4.60642
H: -2.25313 -4.26784 -4.23459
C: -0.67204 -4.26448 -5.70423
H: -1.00061 -5.20427 -6.14980
C: 0.45689 -3.60685 -6.20239
H: 1.00092 -4.01551 -7.05328
C: 0.89205 -2.42697 -5.58883
H: 1.78846 -1.92361 -5.95471
C: 0.21819 -1.91263 -4.47761
H: 0.56601 -0.99306 -4.00516
H: -4.18868 -0.37522 -4.03295
H: -2.41154 -0.53429 -2.92483
C: 3.22251 6.14194 -0.76851
C: 2.39433 5.63718 0.41493
C: 3.33968 5.40933 1.60595
C: 1.37606 6.72310 0.79639
C: 1.65649 4.33455 0.09727
C: 1.74383 3.66542 -1.12636
C: 1.08054 2.43798 -1.27603
N: 0.31858 1.88575 -0.30710
C: 0.20870 2.54812 0.88557
C: 0.86895 3.77067 1.10549
C: -0.54392 1.85399 1.95736
C: -0.70749 2.41758 3.23811
C: -1.24866 1.65429 4.27471
C: -1.70581 0.36637 3.96936
C: -1.55095 -0.12829 2.67030
N: -0.99317 0.59525 1.67238
C: -1.33528 2.16172 5.72029
C: -2.80651 2.22257 6.15591
C: -0.58843 1.19306 6.65006
C: -0.71906 3.55560 5.88095
H: 3.71943 7.08075 -0.49030
H: 2.58546 6.34006 -1.63814
H: 3.99721 5.41680 -1.04348
H: 3.86572 6.34099 1.85230
H: 2.79797 5.07752 2.49881
H: 4.08798 4.64681 1.35552
H: 0.68156 6.89956 -0.03456
H: 0.79210 6.43983 1.67908
H: 1.89503 7.66512 1.01780
H: 2.32582 4.05498 -1.96504
H: 1.16228 1.86334 -2.20592
H: 0.78407 4.25093 2.08075
H: -0.37872 3.44395 3.39437
H: -2.16225 -0.27002 4.72747
H: -1.87227 -1.14379 2.41375
H: -3.27975 1.23522 6.10995
H: -2.87880 2.59062 7.18769
H: -3.36805 2.90736 5.50842
H: 0.47039 1.13452 6.36862
H: -0.64651 1.54733 7.68732
H: -1.01484 0.18463 6.60908
H: 0.34036 3.54955 5.59836
H: -1.25403 4.29369 5.27240
H: -0.78560 3.87252 6.92989

The spin multiplicity is 2. The value obtained for the relative energy (zero: lowest compared OMol25 entry of this formula, charge and spin) is 0.0 kJ/mol. Its expectation value of S² is 0.751. As for the charge: +1. The HOMO-LUMO gap (spin up / spin down) is 5.41 / 5.43 eV.

---

3.
The following is a DFT calculation (the ωB97M-V functional and the def2-TZVPD basis) of C36H45As2FeN3S4Si3 as an isolated structure.

Element x y z (Å)
Fe: -1.69080 1.17140 1.08923
C: -1.47190 0.74884 5.43659
C: -1.47209 1.29104 4.18333
N: -1.83076 0.56081 3.07197
C: -2.16031 -0.74922 3.24176
C: -2.24186 -1.37153 4.51064
C: -1.86970 -0.58773 5.64238
C: -2.67241 -2.72509 4.57664
C: -3.02150 -3.43960 3.45718
C: -2.88997 -2.85839 2.17971
C: -3.22189 -3.49586 0.96229
C: -2.93930 -2.88683 -0.21989
C: -2.28653 -1.62771 -0.22287
N: -2.04805 -0.97278 0.86988
C: -2.38490 -1.54067 2.07383
H: -1.16738 1.37040 6.27110
H: -1.19501 2.32206 4.00382
H: -1.88541 -1.02947 6.63392
H: -2.75253 -3.19145 5.55467
H: -3.37942 -4.46139 3.54142
H: -3.70778 -4.46688 0.98745
H: -3.19052 -3.34339 -1.16900
H: -1.98810 -1.15157 -1.14881
C: 2.24469 -0.31498 2.16557
C: 2.93914 0.88162 2.34311
C: 2.29871 2.07875 2.06174
C: 0.97432 2.07426 1.61654
C: 0.25753 0.88237 1.43201
C: 0.93347 -0.30868 1.71697
C: 0.24116 3.34346 1.37752
C: 0.89881 4.50412 0.88775
C: 0.18026 5.61865 0.62619
C: -1.19703 5.63624 0.91336
C: -1.99977 6.78826 0.72978
C: -3.30238 6.78654 1.11573
C: -3.85495 5.63298 1.72346
C: -3.11486 4.50346 1.88201
C: -1.76996 4.46101 1.44358
N: -1.04883 3.30599 1.59769
H: 2.72683 -1.25865 2.40541
H: 3.95443 0.88011 2.72076
H: 2.81202 3.02005 2.23413
H: 0.41455 -1.25754 1.61295
H: 1.96125 4.46098 0.68922
H: 0.65513 6.50638 0.22166
H: -1.55423 7.66557 0.27471
H: -3.91427 7.66680 0.96012
H: -4.88654 5.63867 2.05085
H: -3.53803 3.61882 2.32939
S: -4.24313 3.64004 -1.91250
As: -3.59156 1.71920 -1.27941
S: -3.97421 1.38714 0.86599
S: -1.36633 1.62122 -1.12906
S: -4.40763 0.15689 -2.47606
C: 3.22232 1.43479 -1.60100
Si: 3.29913 -0.41518 -1.83914
C: 4.51550 -1.05451 -0.55917
C: 4.19921 -0.79460 -3.44884
As: 1.08724 -1.14922 -1.56024
Si: 0.41755 -1.01889 -3.81164
C: 1.15582 -2.29803 -4.97801
C: -1.42110 -1.16712 -3.97280
C: 0.88087 0.67328 -4.46135
Si: 1.56158 -3.42330 -1.27727
C: 2.76987 -4.28217 -2.43605
C: -0.00904 -4.43308 -1.31913
C: 2.29501 -3.65693 0.43631
H: 4.17422 1.93098 -1.81850
H: 2.94413 1.63510 -0.55925
H: 2.44256 1.87929 -2.22837
H: 5.45632 -0.50138 -0.66295
H: 4.72804 -2.12183 -0.69412
H: 4.14235 -0.90444 0.46054
H: 5.19918 -0.34593 -3.41164
H: 3.68761 -0.41662 -4.33817
H: 4.31623 -1.87773 -3.57329
H: 0.74190 -3.29290 -4.77145
H: 2.24682 -2.36250 -4.90069
H: 0.89842 -2.03087 -6.01114
H: -1.80539 -2.11648 -3.58015
H: -1.71039 -1.08922 -5.02697
H: -1.94058 -0.36842 -3.42688
H: 1.95576 0.80282 -4.61217
H: 0.54236 1.43528 -3.74783
H: 0.37130 0.85784 -5.41333
H: 2.43206 -4.26187 -3.47662
H: 2.86997 -5.32978 -2.12596
H: 3.76353 -3.81930 -2.39807
H: -0.68696 -4.11287 -0.51829
H: -0.54675 -4.30819 -2.26724
H: 0.21189 -5.49795 -1.18254
H: 2.97506 -2.83951 0.68875
H: 2.85255 -4.59749 0.50152
H: 1.50336 -3.66584 1.19473

The spin multiplicity is 5. The value obtained for the relative energy (zero: lowest compared OMol25 entry of this formula, charge and spin) is 40.3 kJ/mol. Its expectation value of S² is 6.129. As for the charge: -2. The HOMO-LUMO gap (spin up / spin down) is 4.14 / 5.52 eV.